Formula: C11H15EuNP
Source: the Open Molecules 2025 dataset
Level of theory: the ωB97M-V functional and the def2-TZVPD basis

XYZ file:
```
29
Properties=species:S:1:pos:R:3:forces:R:3
C -0.624717 0.644803 -4.231357 0.7 0.6 0.3
C -1.351960 1.853658 -4.190062 0.8 0.9 1.4
C -0.449298 2.883167 -3.738652 -0.1 -0.9 -0.5
C 0.858573 2.309199 -3.646046 -0.6 0.5 0.2
C 0.756520 0.943171 -3.956573 -1.2 0.1 0.5
Eu -0.894531 -1.217614 -0.912484 -0.4 2.7 -1.0
P -0.111477 -3.657172 -1.744700 0.0 -2.2 0.0
H -0.999911 -0.302821 -4.548423 -0.2 -0.5 -0.4
H -2.419383 1.986405 -4.337940 0.1 -0.1 -0.1
H -0.725934 3.911598 -3.476920 0.2 -0.4 -0.3
H 1.538255 0.222871 -3.971243 0.7 -0.4 -0.1
H 1.775383 2.868093 -3.400197 -0.5 -0.4 -0.1
H 0.994601 -4.423187 -2.197872 -0.1 0.0 0.0
H -1.206825 -4.436022 -2.260807 0.6 0.3 0.3
H -0.184921 -4.107819 -0.364737 0.1 0.0 -0.9
C 0.179337 0.077875 5.366959 -0.1 0.2 -0.4
C 0.208525 0.062280 3.850587 0.5 -0.1 0.3
C 1.201655 0.739299 3.131383 -0.5 -0.4 -0.9
C 1.206630 0.677670 1.710217 -0.6 -0.2 1.0
N 0.292559 -0.044506 0.993505 -0.5 0.0 1.9
C -0.663245 -0.674226 1.744568 0.5 0.3 0.5
C -0.720400 -0.673133 3.127849 -0.4 0.1 0.0
H 1.123486 -0.328301 5.762093 -0.4 0.2 0.0
H 0.052316 1.117036 5.720612 0.1 -0.5 0.0
H -0.666235 -0.531125 5.715684 0.4 0.2 0.1
H 1.952597 1.290722 3.705787 -0.2 0.0 -0.6
H 1.946042 1.284335 1.185834 -0.2 -0.5 -0.3
H -1.532690 -1.257535 1.330280 0.7 0.3 -0.4
H -1.534966 -1.218730 3.632666 0.5 0.3 -0.3
```
Forces are in eV/Å.

Properties
Calculated total energy in Ha: -1534.2690
Expectation value of S²: 12.011
2S+1: 7
Highest occupied orbital energy (spin up / spin down) in eV: -4.934 / -5.495
Frontier orbital gap (spin up / spin down) in eV: 4.241 / 4.830

Formula: C11H15F3N2O13
Source: the Open Molecules 2025 dataset
Level of theory: the ωB97M-V functional and the def2-TZVPD basis

XYZ file:
```
44
Properties=species:S:1:pos:R:3:forces:R:3
O -1.972321 0.329457 -4.832851 -0.1 -0.6 -3.9
C -2.005526 -0.342384 -5.891635 -0.4 3.7 6.6
O -2.614353 -0.142093 -6.991789 -2.7 2.7 -2.4
C -2.705225 -1.318802 -7.792305 0.3 1.7 -0.9
C -2.149719 -2.299687 -6.847865 1.5 -1.3 -0.5
F -1.165661 -2.947986 -7.539073 0.3 -0.8 0.3
O -1.510177 -1.509990 -5.859648 1.1 -5.2 -0.2
H -3.678177 -1.481366 -8.255990 -0.2 0.1 0.7
H -2.008978 -1.142358 -8.612192 0.1 -0.4 -0.1
H -2.840771 -3.046845 -6.457621 0.2 0.1 0.5
O 5.141514 -1.851300 1.854663 -1.6 1.0 3.3
C 4.616012 -1.682389 2.957330 2.0 0.1 -3.1
O 4.694491 -0.594913 3.757325 0.1 0.2 -0.3
C 3.907226 -0.837221 4.934244 1.2 2.6 0.5
C 3.710257 -2.285698 4.930960 0.9 0.0 -0.5
F 2.483884 -2.559644 5.325460 -1.4 -1.1 0.4
O 3.919899 -2.616249 3.577683 -1.0 -1.9 0.3
H 4.450731 -0.504399 5.818508 0.5 -0.1 -0.1
H 3.037018 -0.181500 4.963740 -0.5 -0.6 -0.6
H 4.467217 -2.800708 5.522479 -0.3 -0.4 0.2
O -4.290883 -5.898379 -1.795785 2.3 1.9 2.8
C -3.481820 -5.105904 -1.279655 -2.6 -3.5 -2.5
O -3.127597 -4.042358 -1.905250 1.4 3.0 -1.8
C -2.236773 -3.307275 -0.981031 -0.2 -0.8 -2.1
C -1.547123 -4.516370 -0.324631 -2.3 4.4 0.8
F -1.250821 -3.906893 0.861372 1.2 -1.2 1.1
O -2.753132 -5.188527 -0.148561 -0.1 -3.9 1.2
H -1.568405 -2.574741 -1.433551 -0.5 -0.1 -0.4
H -3.028859 -2.916215 -0.342462 1.2 0.6 0.8
H -0.681144 -5.014762 -0.760269 -0.3 -0.3 0.1
C 0.759296 8.587123 4.432498 0.3 0.4 0.0
N 0.654556 7.478778 3.422537 1.5 -0.7 -1.9
O 1.703983 6.951141 3.026562 -0.8 0.8 1.3
O -0.397046 7.233680 2.872404 -0.6 0.4 1.0
H 1.815939 8.783901 4.613867 -0.1 -0.4 0.0
H 0.246690 8.375426 5.370858 -0.1 -0.3 -0.3
H 0.336696 9.478745 3.969332 -0.2 -0.2 0.0
C -0.434335 2.478093 0.628180 0.4 -0.7 0.7
N 0.876862 1.851193 1.143198 0.2 -0.2 -0.8
O 0.874870 0.719563 1.676118 -0.1 2.6 -1.0
O 1.855099 2.531962 0.861352 -0.4 -1.2 0.8
H -0.719736 1.900236 -0.250864 -0.2 -0.2 0.3
H -0.261510 3.506576 0.311245 0.3 -0.2 0.4
H -1.122148 2.411082 1.471114 -0.2 -0.1 -0.4
```
Forces are in eV/Å.

Properties
Calculated total energy in Ha: -1815.1128
2S+1: 1
Energy relative to the best compared isomer or geometry (same formula, charge and spin) in kJ/mol: 366.2
Highest occupied orbital energy in eV: -10.859
Frontier orbital gap in eV: 10.884
SMILES string: O=C1OC[C@@H](F)O1.O=C1OC[C@@H](F)O1.O=C1OC[C@@H](F)O1.C[N+](=O)[O-].C[N+](=O)[O-]